Entry from the OMol25 dataset: 3 unconnected molecules or ions with the total composition C19H47NO11P3 (ωB97M-V/def2-TZVPD).

* 2S+1: 1
* lowest unoccupied orbital energy: 1.903 eV
* strongest force on any atom: 0.1310 hartree/bohr
* net charge: -1
* electronic energy: -72343.9940 eV

Each line ends with the Mulliken charge.
Geometry (Å):
N 0.198 2.676 -1.898  -0.57
C 1.435 1.901 -2.146  -0.72
C 1.428 0.551 -1.403  -0.50
C 2.742 0.236 -0.696  -0.11
O 3.080 1.192 0.287  -0.36
P 3.872 0.446 1.629  -0.10
O 3.077 -1.076 1.260  -0.24
C 2.947 -1.209 -0.149  0.37
C 1.802 -2.229 -0.327  -0.71
C 2.141 -3.254 -1.440  0.11
C 2.791 -2.644 -2.682  -0.62
O 1.358 -3.171 -2.580  -0.51
H -0.545 2.028 -1.664  0.26
H 0.337 3.221 -1.054  0.27
H 2.321 2.498 -1.942  0.38
H 1.415 1.674 -3.218  0.26
H 1.273 -0.236 -2.149  0.16
H 0.604 0.445 -0.689  0.45
H 3.505 0.452 -1.470  -0.02
H 4.678 1.593 1.999  0.04
H 4.992 -0.084 0.855  -0.05
H 4.488 -0.244 2.785  -0.12
H 2.869 0.850 2.591  -0.17
H 3.854 -1.699 -0.518  0.14
H 1.656 -2.834 0.565  0.18
H 0.848 -1.797 -0.628  0.28
H 2.510 -4.232 -1.132  0.44
H 2.559 -1.616 -2.924  0.13
H 3.007 -3.319 -3.502  0.43
O -3.274 1.504 -3.984  -0.73
P -3.934 1.829 -5.268  1.05
O -3.653 0.572 -6.255  -0.31
C -4.310 -0.673 -6.011  -0.33
C -5.798 -0.619 -6.313  -0.94
O -2.889 2.908 -5.911  -0.36
C -1.903 3.548 -5.089  -0.46
C -0.585 2.807 -5.106  -1.07
O -5.172 2.425 -6.146  -0.28
C -5.860 3.615 -5.696  -0.36
C -5.040 4.888 -5.806  -0.95
H -4.138 -0.981 -4.975  0.28
H -3.831 -1.405 -6.659  0.33
H -6.319 0.042 -5.617  0.25
H -6.239 -1.613 -6.229  0.41
H -5.973 -0.236 -7.318  0.23
H -2.269 3.658 -4.068  0.41
H -1.762 4.557 -5.482  0.40
H -0.713 1.729 -5.015  0.29
H 0.049 3.148 -4.289  0.27
H -0.061 2.981 -6.049  0.35
H -6.207 3.470 -4.670  0.32
H -6.742 3.703 -6.330  0.33
H -4.310 4.961 -5.000  0.21
H -5.692 5.759 -5.730  0.41
H -4.502 4.928 -6.751  0.26
O 0.405 -3.364 5.806  -0.76
P 0.971 -2.222 6.566  1.05
O -0.311 -1.349 7.068  -0.32
C -1.159 -1.873 8.085  -0.33
C -0.494 -1.897 9.451  -0.95
O 1.519 -1.259 5.385  -0.39
C 1.722 -1.754 4.046  0.20
C 0.506 -1.508 3.179  -0.89
O 2.006 -1.569 7.644  -0.28
C 3.385 -2.013 7.664  -0.35
C 4.198 -1.572 6.458  -0.98
H -1.493 -2.877 7.801  0.28
H -2.037 -1.227 8.116  0.32
H 0.337 -2.605 9.473  0.25
H -1.211 -2.191 10.219  0.40
H -0.091 -0.915 9.698  0.23
H 1.985 -2.813 4.064  0.33
H 2.581 -1.229 3.628  -0.09
H -0.423 -1.748 3.700  0.40
H 0.560 -2.101 2.269  0.04
H 0.454 -0.455 2.898  0.22
H 3.416 -3.101 7.771  0.32
H 3.820 -1.583 8.566  0.31
H 3.978 -2.180 5.582  0.18
H 5.264 -1.683 6.667  0.45
H 3.995 -0.534 6.202  0.29

Entry from the OMol25 dataset: a molecular structure, H4O10S2Tl (ωB97M-V/def2-TZVPD).

* ⟨S²⟩: 0.76
* 2S+1: 2
* lowest unoccupied orbital energy (spin up / spin down): 3.574 / 3.235 eV
* strongest force on any atom: 0.0845 hartree/bohr
* net charge: -2
* electronic energy: -46902.1940 eV

Each line ends with the natural charge from an NBO analysis.
Geometry (Å):
Tl -1.014 0.697 -0.898  0.90
S 1.318 3.265 1.354  2.55
O 0.177 2.634 0.726  -1.10
O 2.488 2.517 0.982  -0.77
O 1.426 4.708 1.061  -0.90
O 1.162 3.189 2.819  -0.76
S 2.419 -1.750 -0.849  2.60
O 3.425 -1.764 -1.965  -1.14
O 1.177 -1.232 -1.451  -1.17
O 2.254 -3.088 -0.344  -1.13
O 2.918 -0.909 0.244  -1.10
O -3.823 -0.112 -0.369  -0.93
H -4.065 -1.013 -0.587  0.47
H -4.643 0.294 -0.086  0.47
O -1.694 -2.093 -0.168  -0.95
H -2.515 -2.584 -0.210  0.44
H -1.012 -2.759 -0.258  0.52

Entry from the OMol25 dataset: C3H5FN2OS in the gas phase (ωB97M-V/def2-TZVPD).

* 2S+1: 1
* lowest unoccupied orbital energy: -0.460 eV
* strongest force on any atom: 0.0580 hartree/bohr
* relative energy (zero: lowest compared OMol25 entry of this formula, charge and spin): 41.8 kcal/mol
* electronic energy: -21769.7703 eV

Each line ends with the natural charge from an NBO analysis.
Geometry (Å):
C -1.752 -1.124 -0.012  0.25
C 0.308 0.432 -0.247  0.05
C 1.822 0.360 -0.368  -0.02
H 0.988 -1.869 0.585  0.49
H -1.835 -2.207 -0.154  0.20
H -2.495 0.666 0.364  0.38
H 2.177 1.414 -0.213  0.21
H 2.204 0.016 -1.357  0.20
N -0.352 -0.766 -0.197  -0.16
N -2.704 -0.321 0.322  -0.61
O 0.457 -1.931 -0.290  -0.54
F 2.361 -0.381 0.681  -0.37
S -0.426 1.904 -0.009  -0.09

Entry from the OMol25 dataset: a gas-phase ion, C5H11N (charge +1) (ωB97M-V/def2-TZVPD).

* ⟨S²⟩: 0.76
* 2S+1: 2
* lowest unoccupied orbital energy (spin up / spin down): -3.351 / -6.631 eV
* strongest force on any atom: 0.0352 hartree/bohr
* relative energy (zero: lowest compared OMol25 entry of this formula, charge and spin): 13.8 kcal/mol
* net charge: +1
* electronic energy: -6845.4348 eV

Each line ends with the natural charge from an NBO analysis.
Geometry (Å):
C -1.230 1.468 1.448  -0.43
N -0.145 0.453 1.433  -0.40
C 0.268 -0.113 0.312  0.29
C -0.398 0.118 -0.902  0.00
C 0.127 -0.467 -2.158  -0.69
C 1.317 -1.148 0.477  -0.69
H -2.143 0.899 1.237  0.23
H -1.040 2.163 0.630  0.22
H -1.294 1.953 2.407  0.25
H 0.563 0.601 2.142  0.43
H -1.435 0.412 -1.015  0.23
H 1.209 -0.556 -2.213  0.24
H -0.168 0.176 -2.981  0.26
H -0.294 -1.458 -2.294  0.27
H 0.968 -2.024 -0.083  0.26
H 2.305 -0.986 0.049  0.27
H 1.389 -1.492 1.510  0.26

Entry from the OMol25 dataset: a molecular structure, C3H7NOP2 (ωB97M-V/def2-TZVPD).

* 2S+1: 1
* lowest unoccupied orbital energy: -0.018 eV
* strongest force on any atom: 0.0334 hartree/bohr
* relative energy (zero: lowest compared OMol25 entry of this formula, charge and spin): 1.6 kcal/mol
* electronic energy: -25338.2358 eV

Each line ends with the natural charge from an NBO analysis.
Geometry (Å):
C -1.057 1.431 0.295  -0.11
C -0.018 1.706 1.337  -0.21
C 1.204 1.216 1.425  -0.40
N -0.140 -1.578 -1.831  -1.25
O -0.705 0.552 -0.746  -0.79
P 0.096 -0.834 -0.481  1.32
P 0.573 -3.043 -2.252  0.56
H -1.952 1.045 0.803  0.19
H -1.339 2.369 -0.196  0.21
H -0.379 2.388 2.096  0.21
H 1.850 1.522 2.229  0.21
H 1.663 0.588 0.678  0.19
H 0.839 -3.621 -0.993  -0.09
H -0.636 -3.740 -2.364  -0.05

Entry from the OMol25 dataset: a molecular structure, C24H43O5S3Si4TeTi (ωB97M-V/def2-TZVPD).

* 2S+1: 1
* lowest unoccupied orbital energy: 2.262 eV
* strongest force on any atom: 0.0437 hartree/bohr
* relative energy (zero: lowest compared OMol25 entry of this formula, charge and spin): 19.4 kcal/mol
* net charge: -1
* electronic energy: -130252.5580 eV

Each line ends with the Mulliken charge.
Geometry (Å):
Ti -0.180 0.569 0.755  -0.75
C -2.170 0.596 3.260  -0.89
O -1.021 1.346 2.872  -0.17
C 0.148 0.564 2.581  0.73
C 0.900 0.140 3.791  -1.24
H -1.885 -0.286 3.836  0.35
H -2.734 0.280 2.381  0.20
H -2.795 1.244 3.878  0.24
H 0.230 -0.248 4.567  0.39
H 1.459 0.978 4.232  0.20
H 1.613 -0.648 3.541  0.32
O 1.521 -0.079 0.146  0.36
S 2.298 0.515 -1.057  0.45
C 3.216 -0.989 -1.506  0.53
C 4.056 -0.928 -2.606  -0.24
C 4.848 -2.021 -2.924  -0.72
C 4.786 -3.170 -2.146  -0.50
C 3.915 -3.230 -1.067  -0.71
C 3.118 -2.138 -0.743  -0.42
C 3.760 1.209 -0.261  0.52
C 4.617 1.961 -1.042  -0.34
C 5.767 2.485 -0.470  -0.68
C 6.042 2.254 0.871  -0.49
C 5.159 1.508 1.643  -0.68
C 4.009 0.977 1.078  -0.51
H 4.098 -0.032 -3.215  0.35
H 5.510 -1.974 -3.778  0.39
H 5.412 -4.020 -2.386  0.38
H 3.852 -4.129 -0.468  0.40
H 2.427 -2.177 0.087  0.44
H 4.380 2.165 -2.080  0.44
H 6.442 3.080 -1.071  0.41
H 6.943 2.657 1.315  0.39
H 5.361 1.344 2.694  0.42
H 3.295 0.420 1.670  0.36
C -0.036 7.627 -2.460  -1.11
Si -0.103 5.766 -2.179  0.67
C 1.230 4.965 -3.216  -0.90
C -1.762 5.173 -2.792  -1.07
Si 0.238 5.242 0.056  0.26
Te 0.949 2.902 0.166  -0.63
Si -1.718 5.435 1.316  0.57
C -1.364 4.811 3.042  -0.60
C -2.301 7.221 1.425  -1.13
C -3.073 4.367 0.611  -0.55
Si 2.008 6.425 0.983  0.63
C 3.508 6.190 -0.120  -0.78
C 2.434 5.748 2.673  -1.02
C 1.689 8.266 1.161  -1.14
H -0.202 7.874 -3.513  0.37
H 0.932 8.040 -2.160  0.24
H -0.804 8.133 -1.865  0.29
H 1.131 5.226 -4.274  0.39
H 1.164 3.878 -3.113  0.15
H 2.225 5.268 -2.874  0.22
H -1.864 5.357 -3.866  0.37
H -2.575 5.690 -2.278  0.24
H -1.882 4.100 -2.613  0.31
H -0.593 5.404 3.544  0.24
H -1.008 3.779 2.990  -0.14
H -2.270 4.828 3.657  0.40
H -1.498 7.871 1.784  0.23
H -3.148 7.314 2.112  0.35
H -2.611 7.597 0.446  0.28
H -2.707 3.344 0.484  -0.15
H -3.424 4.713 -0.363  0.29
H -3.926 4.337 1.296  0.40
H 3.613 5.127 -0.362  -0.01
H 4.427 6.522 0.371  0.40
H 3.399 6.737 -1.062  0.26
H 2.355 4.657 2.660  0.20
H 1.747 6.122 3.437  0.28
H 3.455 6.018 2.959  0.38
H 1.363 8.710 0.216  0.27
H 2.597 8.784 1.487  0.36
H 0.904 8.456 1.898  0.27
O -1.102 -1.135 -0.040  -0.55
S -1.854 -0.145 -0.918  1.06
O -1.963 1.053 0.053  -0.48
O -3.136 -0.595 -1.368  -0.67
S -0.600 0.422 -2.340  -0.39